# 1
Molecular formula: C24H28Cl2IrN6S2
Method: DFT, ωB97M-V/def2-TZVPD

Values from the calculation:
HOMO-LUMO gap (spin up / spin down), eV: 6.222 / 6.587
E_tot, a.u.: -3080.72387
Maximum force, eV/Å: 0.68
Multiplicity: 5
Energy above the lowest of the compared OMol25 structures with the same formula, charge and spin, kcal per mole: 2.8
HOMO (spin up / spin down), Ha: -0.309 / -0.390
Net charge: +1

```
63
C24H28Cl2IrN6S2, DFT ωB97M-V/def2-TZVPD
Ir -0.27 -1.40 0.32
C -3.62 1.70 0.05
C -2.64 0.64 0.46
N -1.80 0.07 -0.41
N -1.84 0.44 -1.73
C -1.21 -0.30 -2.63
N -1.21 0.12 -3.91
S -0.39 -1.73 -2.20
C -2.52 0.15 1.78
C -3.25 0.63 2.90
C -3.05 0.08 4.13
C -2.11 -0.96 4.30
C -1.42 -1.38 3.20
N -1.60 -0.86 1.97
H -3.14 2.67 -0.07
H -4.41 1.81 0.79
H -4.11 1.43 -0.89
H -2.28 1.31 -1.99
H -1.80 0.87 -4.23
H -0.81 -0.49 -4.60
H -3.95 1.44 2.77
H -3.61 0.46 4.98
H -1.93 -1.41 5.27
H -0.68 -2.17 3.27
Cl 8.40 0.74 0.34
C 6.69 0.77 0.08
C 6.05 -0.37 -0.37
C 4.67 -0.34 -0.57
C 3.94 0.82 -0.33
C 2.44 0.83 -0.51
C 4.61 1.95 0.12
C 5.98 1.94 0.32
H 6.62 -1.27 -0.56
H 4.16 -1.23 -0.92
H 2.17 1.65 -1.18
H 2.14 -0.09 -1.01
H 4.05 2.86 0.31
H 6.50 2.82 0.67
C 0.64 -7.07 0.22
N 1.21 -5.74 0.33
C 0.52 -4.63 0.56
N -0.81 -4.73 0.67
S 1.39 -3.15 0.73
H 1.41 -7.74 -0.15
H -0.18 -7.08 -0.51
H 0.28 -7.44 1.18
H 2.21 -5.63 0.29
H -1.30 -5.59 0.50
H -1.34 -3.89 0.83
Cl 4.43 0.38 6.09
C 3.61 0.56 4.57
C 3.67 -0.47 3.64
C 3.03 -0.32 2.42
C 2.32 0.85 2.12
C 1.61 1.02 0.80
C 2.28 1.86 3.06
C 2.92 1.73 4.29
H 4.23 -1.37 3.86
H 3.09 -1.11 1.69
H 1.13 1.99 0.79
H 0.74 0.31 0.81
H 1.75 2.78 2.85
H 2.89 2.52 5.02
```



# 2
Molecular formula: C3H4N4O
Method: DFT, ωB97M-V/def2-TZVPD

Values from the calculation:
HOMO-LUMO gap, eV: 8.883
E_tot, a.u.: -410.85182
Maximum force, eV/Å: 15.19
Multiplicity: 1
Energy above the lowest of the compared OMol25 structures with the same formula, charge and spin, kcal per mole: 95.0
HOMO, Ha: -0.344

```
12
C3H4N4O, DFT ωB97M-V/def2-TZVPD
C 0.75 0.04 0.91
C -0.10 -1.60 -0.51
C -0.74 0.71 -0.76
H 1.69 -0.51 2.60
H 1.17 1.00 2.74
H -0.33 -2.76 -0.52
H -1.64 2.40 -0.78
N 1.63 0.34 1.72
N 0.55 -1.41 0.53
N -1.52 1.52 -1.31
N -0.05 1.00 0.41
O -0.58 -0.65 -1.41
```



# 3
Molecular formula: C5H8O
Method: DFT, ωB97M-V/def2-TZVPD

Values from the calculation:
HOMO-LUMO gap, eV: 9.386
E_tot, a.u.: -270.44389
Maximum force, eV/Å: 5.15
SMILES string: C[C@H]1C[C@H]1C=O
Multiplicity: 1
Energy above the lowest of the compared OMol25 structures with the same formula, charge and spin, kcal per mole: 71.5
HOMO, Ha: -0.332

```
14
C5H8O, DFT ωB97M-V/def2-TZVPD
C 1.41 -0.80 0.55
C -0.05 -0.86 0.17
C -1.07 0.05 0.80
C -0.72 0.21 -0.62
C -0.09 1.53 -0.97
O 0.34 1.20 -2.05
H 1.72 0.23 0.73
H 1.58 -1.38 1.46
H 2.04 -1.21 -0.25
H -0.41 -1.86 -0.05
H -0.69 0.85 1.43
H -2.07 -0.28 0.98
H -1.44 -0.12 -1.38
H -0.61 2.53 -0.85
```



# 4
Molecular formula: C20H27NO3
Method: DFT, ωB97M-V/def2-TZVPD

Values from the calculation:
HOMO-LUMO gap, eV: 9.232
E_tot, a.u.: -1058.74478
Maximum force, eV/Å: 0.96
SMILES string: COCc1ccc(CN2CCC[C@@](CO)(Cc3ccccc3)C2)o1
Multiplicity: 1
Energy above the lowest of the compared OMol25 structures with the same formula, charge and spin, kcal per mole: 19.5
HOMO, Ha: -0.314

```
51
C20H27NO3, DFT ωB97M-V/def2-TZVPD
C -7.31 -0.68 -0.83
H -8.28 -0.19 -0.73
O -6.74 -0.68 0.45
C -5.49 -1.34 0.52
C -4.39 -0.62 -0.20
C -3.95 -0.69 -1.49
C -2.91 0.26 -1.61
C -2.80 0.86 -0.39
O -3.69 0.32 0.47
C -1.84 1.88 0.13
N -0.57 1.34 0.61
C 0.22 0.73 -0.44
H 0.23 1.40 -1.31
C 1.66 0.49 0.05
C 2.32 1.83 0.41
H 3.31 1.64 0.84
O 2.55 2.67 -0.70
H 1.69 2.97 -1.02
H 1.70 2.35 1.15
C 1.59 -0.42 1.28
C 0.63 0.13 2.34
C -0.73 0.42 1.72
H -1.39 0.88 2.46
H -1.20 -0.53 1.39
H 1.03 1.04 2.77
H 0.51 -0.60 3.14
H 2.59 -0.54 1.71
H 1.24 -1.41 0.97
C 2.45 -0.20 -1.09
C 3.85 -0.59 -0.70
C 4.12 -1.86 -0.21
C 5.41 -2.21 0.16
C 6.44 -1.30 0.04
C 6.18 -0.03 -0.45
C 4.89 0.32 -0.82
H 4.69 1.30 -1.21
H 6.98 0.69 -0.55
H 7.44 -1.57 0.33
H 5.61 -3.21 0.54
H 3.33 -2.59 -0.12
H 1.90 -1.09 -1.40
H 2.50 0.49 -1.93
H -0.21 -0.23 -0.77
H -2.31 2.41 0.97
H -1.62 2.61 -0.66
H -2.34 0.48 -2.49
H -4.31 -1.35 -2.26
H -5.25 -1.38 1.59
H -5.58 -2.36 0.12
H -6.69 -0.12 -1.55
H -7.45 -1.70 -1.21
```



# 5
Molecular formula: C45H122N2O23
Method: DFT, ωB97M-V/def2-TZVPD

Values from the calculation:
HOMO-LUMO gap, eV: 8.986
E_tot, a.u.: -3627.35135
Maximum force, eV/Å: 3.72
Multiplicity: 1
Energy above the lowest of the compared OMol25 structures with the same formula, charge and spin, kcal per mole: 0.0
HOMO, Ha: -0.326

```
192
C45H122N2O23, DFT ωB97M-V/def2-TZVPD
C -2.35 -10.47 -13.30
C -1.11 -10.90 -14.08
O -0.83 -9.96 -15.09
O -2.79 -11.42 -12.35
H -3.15 -10.13 -13.95
H -2.07 -9.62 -12.68
H -1.33 -11.84 -14.57
H -0.38 -11.07 -13.29
H -0.25 -10.44 -15.69
H -3.54 -11.13 -11.83
C -2.44 -3.93 -5.00
C -3.52 -4.79 -5.67
O -3.24 -6.18 -5.66
O -1.22 -4.10 -5.54
H -2.18 -4.16 -3.97
H -2.71 -2.87 -4.99
H -3.54 -4.42 -6.69
H -4.51 -4.58 -5.27
H -2.39 -6.32 -6.10
H -1.12 -3.62 -6.36
C -11.72 -0.70 -12.63
C -11.85 -2.08 -13.40
O -12.95 -2.03 -14.37
O -10.85 0.18 -13.35
H -11.32 -0.83 -11.63
H -12.72 -0.30 -12.52
H -12.28 -2.78 -12.68
H -10.94 -2.45 -13.88
H -13.81 -1.88 -13.97
H -10.71 0.94 -12.78
C -6.52 -0.20 -8.51
C -5.41 0.67 -7.94
O -5.17 1.83 -8.73
O -7.80 0.43 -8.51
H -6.63 -1.05 -7.84
H -6.22 -0.48 -9.52
H -4.45 0.17 -7.85
H -5.71 1.09 -6.98
H -5.03 2.51 -8.07
H -7.78 1.13 -9.16
C -12.73 -7.99 -13.56
C -11.24 -8.40 -13.62
O -10.99 -9.25 -14.78
O -13.68 -8.95 -13.17
H -13.07 -7.52 -14.49
H -12.89 -7.26 -12.77
H -10.94 -8.92 -12.71
H -10.57 -7.56 -13.78
H -11.28 -10.15 -14.57
H -13.80 -9.54 -13.91
C -5.33 -11.58 -1.71
C -4.76 -10.21 -2.19
O -4.84 -10.08 -3.57
O -4.40 -12.61 -2.05
H -6.30 -11.73 -2.19
H -5.52 -11.57 -0.64
H -3.74 -10.04 -1.86
H -5.27 -9.32 -1.83
H -4.45 -9.26 -3.90
H -4.86 -13.44 -1.88
C -10.64 -11.46 -10.00
O -9.59 -11.76 -10.96
C -8.38 -12.42 -10.39
C -7.57 -11.52 -9.43
N -7.05 -10.43 -10.22
C -6.71 -9.29 -9.40
C -6.42 -7.96 -10.16
O -7.63 -7.53 -10.75
C -7.40 -6.24 -11.26
H -10.30 -10.66 -9.34
H -10.90 -12.35 -9.43
H -11.56 -11.11 -10.48
H -7.83 -12.73 -11.28
H -8.64 -13.37 -9.93
H -6.72 -11.98 -8.95
H -8.28 -11.18 -8.67
H -7.69 -10.14 -10.94
H -5.86 -9.59 -8.79
H -7.52 -9.02 -8.72
H -5.66 -8.14 -10.92
H -5.99 -7.22 -9.49
H -7.10 -5.45 -10.56
H -8.28 -5.90 -11.79
H -6.55 -6.18 -11.94
C -5.60 -10.86 -25.09
O -5.54 -11.86 -24.10
C -4.26 -12.28 -23.77
C -4.28 -13.35 -22.71
N -4.54 -12.79 -21.38
C -4.23 -13.82 -20.39
C -4.75 -13.41 -18.94
O -6.13 -13.08 -18.99
C -6.69 -12.98 -17.67
H -5.29 -11.30 -26.04
H -5.02 -9.96 -24.89
H -6.67 -10.70 -25.23
H -3.57 -11.48 -23.47
H -3.81 -12.79 -24.63
H -3.33 -13.89 -22.68
H -5.01 -14.07 -23.07
H -5.55 -12.74 -21.40
H -3.16 -13.92 -20.21
H -4.64 -14.81 -20.56
H -4.24 -12.51 -18.60
H -4.53 -14.22 -18.24
H -6.78 -13.96 -17.21
H -7.64 -12.44 -17.70
H -6.06 -12.40 -16.99
C -12.03 -17.81 -8.59
C -11.54 -19.25 -8.48
C -10.72 -19.71 -9.69
O -10.66 -19.33 -7.40
H -12.56 -17.57 -7.66
H -12.73 -17.68 -9.40
H -11.24 -17.08 -8.73
H -12.41 -19.90 -8.36
H -9.73 -19.26 -9.77
H -11.30 -19.54 -10.60
H -10.52 -20.78 -9.65
H -10.64 -20.28 -7.24
C -4.70 -17.32 -12.88
C -3.91 -18.50 -13.34
C -2.53 -18.67 -12.66
O -4.79 -19.64 -13.14
H -4.90 -17.30 -11.81
H -5.69 -17.28 -13.34
H -4.15 -16.41 -13.11
H -3.77 -18.45 -14.42
H -2.12 -19.64 -12.93
H -2.56 -18.57 -11.57
H -1.78 -17.89 -12.84
H -5.50 -19.58 -13.78
C -5.37 -6.81 -16.64
C -4.60 -5.50 -16.83
C -3.19 -5.67 -16.26
O -4.35 -5.41 -18.24
H -6.27 -6.84 -17.25
H -5.80 -6.91 -15.64
H -4.76 -7.71 -16.74
H -5.22 -4.69 -16.45
H -3.15 -5.53 -15.18
H -2.59 -4.84 -16.65
H -2.66 -6.57 -16.58
H -5.15 -5.75 -18.64
C -14.25 -12.63 -3.72
C -14.71 -13.35 -4.99
C -16.24 -13.44 -5.09
O -14.25 -12.65 -6.11
H -14.71 -13.12 -2.87
H -14.44 -11.56 -3.76
H -13.17 -12.80 -3.75
H -14.29 -14.36 -5.02
H -16.72 -14.10 -4.36
H -16.37 -13.84 -6.09
H -16.66 -12.44 -5.14
H -14.49 -11.72 -6.10
C -10.89 -16.50 -13.88
C -12.07 -15.69 -14.47
C -13.37 -16.02 -13.73
O -11.74 -14.31 -14.33
H -10.00 -16.41 -14.51
H -11.12 -17.56 -13.79
H -10.65 -16.16 -12.88
H -12.19 -15.94 -15.52
H -14.22 -15.90 -14.41
H -13.62 -15.42 -12.86
H -13.44 -17.04 -13.38
H -11.39 -14.16 -13.45
C -4.90 -16.67 -6.76
C -6.04 -17.64 -7.14
C -5.55 -19.03 -7.59
O -6.79 -17.80 -5.95
H -5.27 -15.73 -6.34
H -4.24 -16.46 -7.60
H -4.21 -17.14 -6.06
H -6.64 -17.15 -7.91
H -4.85 -19.44 -6.86
H -5.03 -19.01 -8.55
H -6.34 -19.76 -7.71
H -7.57 -18.30 -6.21
C -19.27 -10.35 -9.71
C -17.97 -10.66 -10.37
C -18.02 -11.32 -11.76
O -17.34 -9.47 -10.60
H -20.04 -10.01 -10.41
H -19.29 -9.62 -8.91
H -19.56 -11.26 -9.18
H -17.36 -11.23 -9.66
H -18.63 -10.72 -12.44
H -18.48 -12.31 -11.72
H -17.00 -11.49 -12.09
H -16.60 -9.58 -11.21
```



# 6
Molecular formula: C44H55IIrN2O5S2Se
Method: DFT, ωB97M-V/def2-TZVPD

Values from the calculation:
HOMO-LUMO gap (spin up / spin down), eV: 5.211 / 4.356
E_tot, a.u.: -5795.03992
Maximum force, eV/Å: 3.78
Multiplicity: 2
HOMO (spin up / spin down), Ha: -0.264 / -0.263

```
111
C44H55IIrN2O5S2Se, DFT ωB97M-V/def2-TZVPD
Ir -0.75 -1.05 0.25
C -4.80 -2.65 1.86
C -3.76 -3.71 1.69
N -3.96 -4.90 2.17
C -3.05 -5.86 2.01
C -1.85 -5.67 1.38
C -0.95 -6.86 1.13
O 0.34 -6.78 1.70
C -1.54 -4.37 0.87
C -0.25 -4.07 0.39
N 0.18 -2.98 -0.23
C 1.47 -2.96 -0.74
C 2.32 -4.08 -0.74
C 3.63 -4.03 -1.16
C 4.18 -2.84 -1.62
C 3.35 -1.73 -1.73
C 2.03 -1.81 -1.32
I 0.87 -0.05 -1.70
C -2.57 -3.37 0.96
O -2.48 -2.22 0.44
H -5.67 -3.07 2.37
H -5.09 -2.25 0.89
H -4.39 -1.83 2.44
H -3.34 -6.82 2.42
H -0.79 -6.97 0.05
H -1.46 -7.76 1.49
H 0.28 -6.92 2.65
H 0.47 -4.85 0.62
H 1.96 -5.03 -0.39
H 4.22 -4.93 -1.12
H 5.21 -2.79 -1.93
H 3.73 -0.81 -2.14
C -2.56 4.96 -4.07
C -2.02 5.30 -2.68
C -2.93 6.34 -2.01
C -0.62 5.91 -2.86
C -1.99 4.05 -1.81
C -0.89 3.72 -1.03
C -0.90 2.59 -0.24
Se 0.34 2.58 1.26
C 1.86 1.38 1.25
C 3.09 1.99 1.03
C 4.27 1.36 1.39
C 4.15 0.16 2.11
C 2.95 -0.47 2.37
C 1.74 0.09 1.83
O 0.60 -0.49 1.93
C 2.87 -1.67 3.29
C 2.48 -2.91 2.47
C 4.19 -1.97 4.00
C 1.80 -1.42 4.36
C 5.64 1.97 1.16
C 6.58 0.96 0.50
C 5.57 3.21 0.27
C 6.22 2.40 2.52
C -2.03 1.72 -0.15
O -1.98 0.66 0.55
C -3.22 2.16 -0.83
C -3.13 3.27 -1.66
C -4.54 1.47 -0.55
C -5.73 2.17 -1.21
C -4.49 0.02 -1.06
C -4.77 1.46 0.97
H -2.53 5.84 -4.71
H -3.60 4.62 -4.03
H -1.96 4.18 -4.53
H -3.01 7.23 -2.63
H -2.54 6.62 -1.04
H -3.93 5.93 -1.87
H -0.67 6.71 -3.59
H 0.07 5.16 -3.23
H -0.24 6.32 -1.93
H 0.00 4.33 -1.03
H 3.09 2.97 0.59
H 5.05 -0.27 2.50
H 3.17 -3.05 1.65
H 1.48 -2.78 2.08
H 2.49 -3.80 3.10
H 4.97 -2.26 3.30
H 4.05 -2.79 4.70
H 4.53 -1.11 4.58
H 0.83 -1.27 3.91
H 2.05 -0.53 4.94
H 1.74 -2.27 5.04
H 6.16 0.62 -0.45
H 6.75 0.09 1.13
H 7.54 1.42 0.30
H 5.10 2.99 -0.69
H 6.57 3.58 0.08
H 5.01 4.01 0.75
H 6.31 1.56 3.20
H 5.58 3.15 2.98
H 7.21 2.83 2.37
H -4.02 3.57 -2.18
H -5.67 2.15 -2.29
H -5.82 3.20 -0.87
H -6.65 1.65 -0.92
H -4.35 0.00 -2.13
H -5.43 -0.48 -0.82
H -3.68 -0.52 -0.59
H -4.77 2.48 1.36
H -4.00 0.89 1.46
H -5.73 1.01 1.19
C -3.19 0.70 -5.24
O -3.20 -0.20 -4.15
C -2.18 -1.03 -4.02
S -0.88 -1.10 -5.05
S -2.17 -2.12 -2.75
H -3.98 1.43 -5.04
H -3.40 0.17 -6.17
H -2.22 1.20 -5.31
```



# 7
Molecular formula: C5H9N
Method: DFT, ωB97M-V/def2-TZVPD

Values from the calculation:
HOMO-LUMO gap, eV: 9.083
E_tot, a.u.: -250.63047
Maximum force, eV/Å: 0.87
SMILES string: C=C/C(N)=C/C
Multiplicity: 1
Energy above the lowest of the compared OMol25 structures with the same formula, charge and spin, kcal per mole: 22.9
HOMO, Ha: -0.296

```
15
C5H9N, DFT ωB97M-V/def2-TZVPD
C 0.78 -0.76 -2.10
N 0.56 1.34 0.11
C -0.15 0.12 0.10
C -0.13 -0.76 -0.92
C -0.99 0.51 2.42
C -0.99 -0.14 1.26
H 0.30 -1.16 -2.99
H 1.66 -1.40 -1.92
H 1.24 0.21 -2.34
H 1.05 1.49 -0.76
H 1.15 1.48 0.92
H -0.83 -1.57 -0.81
H -0.34 1.34 2.61
H -1.64 0.26 3.25
H -1.67 -0.98 1.17
```



# 8
Molecular formula: C3H9NO2
Method: DFT, ωB97M-V/def2-TZVPD

Values from the calculation:
HOMO-LUMO gap, eV: 10.751
E_tot, a.u.: -324.92903
Maximum force, eV/Å: 3.80
SMILES string: CCNC=O.O
Multiplicity: 1
Energy above the lowest of the compared OMol25 structures with the same formula, charge and spin, kcal per mole: 27.4
HOMO, Ha: -0.367

```
15
C3H9NO2, DFT ωB97M-V/def2-TZVPD
O 0.33 -1.56 0.99
C 1.29 -1.21 0.24
N 1.44 0.05 -0.20
C 0.86 2.32 -1.15
C 0.39 1.08 -0.27
H 2.16 -1.86 -0.02
H 2.27 0.28 -0.74
H 1.74 2.88 -0.78
H 0.04 3.03 -1.32
H 1.13 1.85 -2.11
H 0.00 1.52 0.67
H -0.48 0.68 -0.83
O -4.08 -2.83 1.91
H -3.30 -2.48 1.41
H -3.80 -3.73 2.20
```



# 9
Molecular formula: C4H11S2
Method: DFT, ωB97M-V/def2-TZVPD

Values from the calculation:
HOMO-LUMO gap, eV: 5.626
E_tot, a.u.: -955.38215
Maximum force, eV/Å: 1.86
Multiplicity: 1
Energy above the lowest of the compared OMol25 structures with the same formula, charge and spin, kcal per mole: 13.0
HOMO, Ha: -0.087
Net charge: -1

```
17
C4H11S2, DFT ωB97M-V/def2-TZVPD
C 2.24 -1.94 2.32
S 0.89 -1.30 1.29
C 1.77 -0.86 -0.25
H 3.13 -1.31 2.24
H 2.50 -2.96 2.06
H 1.92 -1.81 3.35
H 0.97 -0.78 -1.00
H 2.10 0.17 -0.17
H 2.52 -1.58 -0.55
C -2.71 2.26 -1.21
C -1.99 0.90 -0.95
S -0.77 0.54 -2.30
H -3.19 2.16 -2.18
H -1.86 2.94 -1.26
H -3.39 2.58 -0.42
H -2.76 0.13 -0.94
H -1.39 0.86 -0.04
```